(1)
C3H10OSi in the gas phase. Source: the OMol25 dataset; level of theory: the ωB97M-V functional and the def2-TZVPD basis.

Positions of all 15 atoms, in Å:
C: -0.75 1.24 -0.73
C: -0.93 -0.53 0.96
C: -0.22 -0.10 -0.32
O: -0.51 -1.05 -1.38
Si: 1.84 -0.04 0.23
H: -0.36 1.46 -1.77
H: -0.19 2.04 -0.07
H: -1.89 1.15 -0.71
H: -0.37 -1.28 1.56
H: -0.84 0.31 1.70
H: -2.00 -0.89 0.65
H: 0.01 -1.86 -1.25
H: 2.52 -0.85 -0.94
H: 1.84 1.35 0.69
H: 1.87 -0.94 1.39

Computed properties:
E_tot = -484.9479 Ha
LUMO energy = 0.651 eV
Kohn-Sham gap = 9.61 eV
relative energy (zero: lowest compared OMol25 entry of this formula, charge and spin) = 59.3 kcal per mole
SMILES string = CC(C)(O)[SiH3]
HOMO energy = -9.0 eV

=====

(2)
A molecular structure, C25H44N7O3SW. Source: the OMol25 dataset; level of theory: the ωB97M-V functional and the def2-TZVPD basis.

Positions of all 81 atoms, in Å:
W: -0.42 0.04 1.08
C: -3.12 0.68 3.04
C: -2.21 -0.24 3.84
N: -0.82 0.14 3.62
C: -0.39 1.39 4.26
C: 0.38 2.25 3.28
N: -0.34 2.34 2.00
C: -1.59 3.13 2.07
C: -2.71 2.39 1.36
N: -2.61 0.96 1.68
H: -4.12 0.24 2.98
H: -3.24 1.63 3.56
H: -2.49 -0.19 4.90
H: -2.32 -1.27 3.52
H: -0.19 -0.62 3.87
H: -1.27 1.91 4.64
H: 0.24 1.19 5.13
H: 0.56 3.25 3.71
H: 1.35 1.79 3.07
H: 0.29 2.75 1.31
H: -1.84 3.28 3.12
H: -1.45 4.12 1.63
H: -3.68 2.80 1.65
H: -2.61 2.50 0.28
H: -3.14 0.42 1.00
C: -4.21 -1.66 0.93
C: -3.43 -2.53 -0.01
C: -4.10 -3.57 -0.65
C: -3.44 -4.41 -1.53
C: -2.10 -4.19 -1.78
C: -1.39 -3.17 -1.16
C: 0.06 -3.02 -1.47
C: -2.06 -2.32 -0.26
N: -1.37 -1.28 0.37
H: -5.15 -2.13 1.20
H: -4.46 -0.70 0.48
H: -3.65 -1.48 1.85
H: -5.15 -3.72 -0.43
H: -3.97 -5.21 -2.02
H: -1.57 -4.84 -2.47
H: 0.30 -3.53 -2.41
H: 0.68 -3.48 -0.69
H: 0.37 -1.98 -1.52
S: -1.00 1.48 -1.34
C: -0.68 0.50 -2.66
N: -1.58 -0.26 -3.30
C: -1.02 -0.89 -4.49
C: 0.49 -0.78 -4.21
N: 0.54 0.31 -3.23
H: -2.57 -0.08 -3.18
H: -1.31 -0.32 -5.38
H: -1.36 -1.92 -4.60
H: 1.06 -0.52 -5.10
H: 0.89 -1.70 -3.78
H: 1.34 0.40 -2.61
C: 2.96 -2.36 1.75
C: 1.86 -1.35 1.64
O: 1.35 -1.12 0.50
O: 1.40 -0.76 2.64
H: 2.52 -3.36 1.72
H: 3.49 -2.24 2.69
H: 3.64 -2.27 0.91
O: 1.70 1.40 0.75
C: 2.52 1.82 -0.07
C: 4.00 1.65 0.17
C: 4.64 0.70 -0.85
C: 4.99 1.35 -2.19
C: 3.79 1.85 -2.99
C: 2.96 2.90 -2.27
N: 2.10 2.37 -1.21
H: 4.10 1.25 1.18
H: 4.50 2.62 0.14
H: 3.98 -0.16 -1.01
H: 5.55 0.30 -0.41
H: 5.56 0.64 -2.80
H: 5.66 2.20 -2.00
H: 3.14 1.01 -3.27
H: 4.15 2.29 -3.93
H: 2.29 3.40 -2.97
H: 3.61 3.67 -1.85
H: 1.10 2.30 -1.38

Computed properties:
spin multiplicity = 3
E_tot = -2053.2027 Ha
LUMO energy (alpha / beta) = -1.730 / -1.706 eV
Kohn-Sham gap (alpha / beta) = 6.49 / 8.46 eV
total charge = +1
expectation value of S² = 2.026
relative energy (zero: lowest compared OMol25 entry of this formula, charge and spin) = 21.8 kcal per mole
HOMO energy (alpha / beta) = -8.2 / -10.2 eV

=====

(3)
A molecular structure, C2H3N3. Source: the OMol25 dataset; level of theory: the ωB97M-V functional and the def2-TZVPD basis.

Positions of all 8 atoms, in Å:
N: 1.07 0.49 0.12
C: -0.76 0.99 -0.56
N: -1.41 -0.02 -0.50
C: -0.31 -1.27 0.35
N: 0.78 -0.71 0.49
H: 1.83 0.84 0.72
H: -0.65 2.02 -0.86
H: -0.55 -2.33 0.24

Computed properties:
E_tot = -242.1340 Ha
LUMO energy = 1.216 eV
Kohn-Sham gap = 10.15 eV
relative energy (zero: lowest compared OMol25 entry of this formula, charge and spin) = 87.0 kcal per mole
HOMO energy = -8.9 eV

=====

(4)
A molecular structure, C7H10FN. Source: the OMol25 dataset; level of theory: the ωB97M-V functional and the def2-TZVPD basis.

Positions of all 19 atoms, in Å:
C: 2.08 0.79 -0.29
C: 2.01 -0.53 -0.46
C: 1.47 1.42 0.93
C: 1.46 -1.41 0.53
C: -0.18 -0.31 0.96
C: -1.95 0.87 -0.37
C: -0.94 -0.26 -0.34
N: 0.41 0.97 1.43
F: -0.86 -0.92 1.95
H: 2.46 1.49 -0.99
H: 2.44 -0.93 -1.38
H: 1.81 2.32 1.30
H: 1.06 -2.26 -0.04
H: 1.91 -1.43 1.45
H: -2.46 0.91 0.65
H: -2.70 0.59 -1.24
H: -1.60 1.79 -0.68
H: -0.16 -0.20 -1.13
H: -1.26 -1.33 -0.55

Computed properties:
E_tot = -427.2278 Ha
LUMO energy = 0.215 eV
Kohn-Sham gap = 8.60 eV
relative energy (zero: lowest compared OMol25 entry of this formula, charge and spin) = 59.5 kcal per mole
HOMO energy = -8.4 eV

=====

(5)
A molecular structure, C26H27AsMnN8O8S3. Source: the OMol25 dataset; level of theory: the ωB97M-V functional and the def2-TZVPD basis.

Positions of all 74 atoms, in Å:
Mn: -0.27 0.02 0.46
C: -1.73 5.05 -1.67
C: -0.29 4.69 -2.05
N: -0.19 3.33 -2.58
C: 0.13 2.26 -1.78
S: 0.98 2.45 -0.31
N: -0.23 1.10 -2.33
N: -0.01 0.01 -1.60
C: -0.13 -1.15 -2.20
C: -0.52 -1.24 -3.65
C: 0.03 -2.34 -1.41
C: -0.09 -3.63 -1.93
C: 0.02 -4.73 -1.10
C: 0.28 -4.53 0.25
C: 0.38 -3.23 0.70
N: 0.26 -2.16 -0.08
H: -1.77 6.03 -1.20
H: -2.14 4.31 -0.97
H: -2.37 5.05 -2.55
H: 0.36 4.73 -1.18
H: 0.08 5.38 -2.81
H: -0.93 3.09 -3.22
H: -0.61 -0.23 -4.05
H: -1.48 -1.75 -3.75
H: 0.22 -1.80 -4.23
H: -0.29 -3.75 -2.99
H: -0.10 -5.73 -1.50
H: 0.35 -5.36 0.93
H: 0.57 -3.03 1.75
O: -3.70 0.94 -1.64
As: -3.31 1.57 -0.02
O: -3.98 3.06 -0.04
O: -1.69 1.49 0.33
C: -4.33 0.51 1.27
C: -5.37 1.15 1.94
C: -6.08 0.50 2.93
C: -5.77 -0.81 3.27
C: -4.72 -1.46 2.63
C: -4.00 -0.79 1.65
S: -2.51 -1.58 1.03
O: -1.45 -1.09 1.91
O: -2.75 -3.01 1.11
O: -2.34 -1.10 -0.34
H: -3.16 0.14 -1.73
H: -5.58 2.18 1.66
H: -6.88 1.01 3.46
H: -6.33 -1.32 4.04
H: -4.45 -2.48 2.87
N: -1.13 -5.37 5.93
C: -0.83 -4.06 5.53
C: 0.49 -3.62 5.47
C: 0.78 -2.33 5.04
C: -0.24 -1.49 4.62
C: -1.55 -1.91 4.72
C: -1.85 -3.18 5.16
S: 0.06 0.21 4.09
O: 1.09 0.70 4.98
O: -1.21 0.87 4.19
N: 0.56 0.34 2.53
C: 1.66 -0.31 2.15
N: 1.93 -0.23 0.81
C: 3.07 -0.72 0.38
C: 3.98 -1.35 1.21
C: 3.59 -1.48 2.53
N: 2.46 -0.99 3.01
H: -0.44 -5.78 6.54
H: -2.07 -5.48 6.28
H: 1.28 -4.29 5.78
H: 1.80 -1.97 5.02
H: -2.33 -1.22 4.44
H: -2.88 -3.53 5.21
H: 3.24 -0.61 -0.69
H: 4.92 -1.73 0.84
H: 4.20 -2.04 3.24

Computed properties:
spin multiplicity = 6
E_tot = -6628.4637 Ha
LUMO energy (alpha / beta) = 4.318 / 4.317 eV
Kohn-Sham gap (alpha / beta) = 6.05 / 6.12 eV
total charge = -2
expectation value of S² = 8.756
relative energy (zero: lowest compared OMol25 entry of this formula, charge and spin) = 39.9 kcal per mole
HOMO energy (alpha / beta) = -1.7 / -1.8 eV

=====

(6)
A molecular structure, C45H40BKN3O2S5Sb. Source: the OMol25 dataset; level of theory: the ωB97M-V functional and the def2-TZVPD basis.

Positions of all 98 atoms, in Å:
K: 0.98 0.53 1.73
S: 4.09 1.66 0.06
C: 4.79 0.32 -0.83
C: 5.65 0.51 -1.92
C: 6.23 -0.54 -2.60
C: 5.97 -1.85 -2.22
C: 5.10 -2.08 -1.16
C: 4.50 -1.02 -0.50
S: 3.30 -1.23 0.77
C: 2.76 -2.94 0.55
C: 1.44 -3.15 1.26
C: 1.28 -4.20 2.15
C: 0.02 -4.41 2.70
C: -1.02 -3.60 2.33
C: -0.79 -2.56 1.43
C: -1.92 -1.71 0.94
S: -1.67 0.29 3.10
C: -2.50 1.86 3.11
C: -3.82 1.88 3.58
C: -4.57 3.05 3.61
C: -3.97 4.23 3.18
C: -2.66 4.22 2.75
C: -1.88 3.05 2.70
S: -0.19 3.19 2.16
N: 0.44 -2.32 0.95
H: 5.86 1.53 -2.21
H: 6.89 -0.34 -3.44
H: 6.43 -2.69 -2.74
H: 4.88 -3.10 -0.87
H: 3.49 -3.66 0.94
H: 2.62 -3.14 -0.51
H: 2.12 -4.83 2.41
H: -0.13 -5.22 3.42
H: -2.02 -3.73 2.72
H: -2.63 -2.37 0.44
H: -1.55 -1.02 0.18
H: -4.26 0.95 3.92
H: -5.59 3.03 3.96
H: -4.53 5.16 3.19
H: -2.19 5.14 2.43
C: -3.97 0.74 -2.73
C: -3.17 -0.02 -3.57
C: -1.82 -0.16 -3.29
C: -1.25 0.46 -2.19
C: -2.06 1.23 -1.36
C: -3.42 1.37 -1.62
Sb: 0.82 0.36 -1.57
C: 1.29 -1.51 -2.51
C: 2.49 -1.67 -3.18
C: 2.86 -2.91 -3.69
C: 2.03 -4.01 -3.52
C: 0.83 -3.86 -2.84
C: 0.46 -2.62 -2.33
C: 1.57 1.56 -3.20
C: 1.30 1.24 -4.53
C: 1.76 2.05 -5.56
C: 2.49 3.19 -5.27
C: 2.76 3.52 -3.95
C: 2.30 2.71 -2.92
H: -5.03 0.84 -2.93
H: -3.60 -0.52 -4.43
H: -1.21 -0.78 -3.95
H: -1.66 1.70 -0.47
H: -4.04 1.93 -0.94
H: 3.17 -0.83 -3.30
H: 3.81 -3.01 -4.20
H: 2.32 -4.98 -3.91
H: 0.18 -4.71 -2.69
H: -0.47 -2.52 -1.78
H: 0.73 0.35 -4.77
H: 1.54 1.78 -6.59
H: 2.85 3.82 -6.08
H: 3.33 4.41 -3.72
H: 2.56 2.95 -1.90
C: 3.23 3.83 2.46
N: 3.89 2.97 3.42
C: 3.31 2.41 4.49
N: 2.01 2.72 4.69
S: 4.16 1.36 5.52
H: 4.00 4.28 1.83
H: 2.67 4.61 2.96
H: 2.55 3.28 1.80
H: 4.79 2.58 3.18
H: 1.39 3.04 3.94
H: 1.57 2.16 5.40
O: -3.85 -0.09 1.26
B: -2.82 -0.88 1.99
O: -3.65 -1.80 2.87
C: -4.94 -1.55 2.60
C: -6.05 -2.15 3.14
C: -7.32 -1.70 2.71
C: -7.43 -0.69 1.77
C: -6.28 -0.08 1.22
C: -5.05 -0.53 1.64
H: -5.95 -2.93 3.87
H: -8.21 -2.16 3.12
H: -8.41 -0.35 1.46
H: -6.36 0.72 0.50

Computed properties:
E_tot = -4909.8220 Ha
LUMO energy = 3.850 eV
Kohn-Sham gap = 6.06 eV
total charge = -2
relative energy (zero: lowest compared OMol25 entry of this formula, charge and spin) = 0.0 kcal per mole
HOMO energy = -2.2 eV